Molecular formula: C25H59N5O10
Method: DFT, ωB97M-V with the def2-TZVPD basis set

- E_tot: -2013.84831 Eh
- Orbital gap: 8.40 eV
- Structure (SMILES): CCCCN[C@H](CON=O)OC=O.COCCNCCOC.COCCNCCOC.COCCNCCOC

Positions of all 99 atoms, in Å:
C: 4.17358 -0.36036 -0.77384
H: -5.19724 -6.50577 -3.94833
H: 3.56506 4.04484 4.03795
C: 0.02659 4.63409 7.02620
O: 3.85394 3.18854 -0.51248
H: -4.63496 2.89530 -1.07636
H: 0.75905 2.67174 -1.14680
H: 0.05160 1.60963 3.02894
C: 2.03830 1.18392 3.65174
H: -3.87656 -5.10066 -0.09998
H: -2.45669 -3.47849 -5.39312
H: -2.86453 0.97872 -2.98711
H: -3.45935 -6.56181 -3.61770
C: -4.91788 2.16188 -1.83755
H: -2.76598 -1.12053 -1.07244
O: -4.45472 0.41583 -0.23923
H: -1.91123 -4.50370 -1.71467
O: -3.59521 -6.95068 -1.03678
C: -4.67486 -7.05551 -1.95461
H: 4.70530 4.31468 1.01694
N: -3.52208 3.61324 -3.03978
H: 0.16552 2.82229 4.99497
C: -1.25989 -4.63574 -2.58373
C: -4.26043 0.80076 -1.59658
H: 2.22746 0.53690 2.79086
H: -0.87388 2.65538 -1.78199
H: -4.83633 0.06861 -2.17949
C: 2.78181 3.35366 4.35226
C: 0.53332 1.15932 3.90039
N: -0.00232 1.82905 5.08065
O: 0.83157 3.53791 7.40896
H: 4.52978 2.00081 -2.72018
H: -5.61996 -6.77190 -1.48167
H: 0.59440 5.54022 7.23129
H: -0.23935 -4.43217 -2.25923
C: 4.35707 3.29797 0.80770
O: -1.56743 -3.71788 -3.61528
H: -0.90278 4.66605 7.60187
N: -4.49182 -4.81639 -2.95106
H: 5.00310 -0.04689 -3.20796
H: 6.33544 -1.17958 -3.07741
H: 5.41713 4.42640 -1.10483
C: 0.00448 2.03453 -1.61814
H: 7.34307 0.94459 -3.12506
C: 4.67648 3.74083 -1.52797
H: -0.58356 -1.24320 -0.61591
H: 1.62320 1.28183 6.35239
C: -4.00092 -3.96308 -4.02792
C: -4.42975 -6.24797 -3.21157
H: 5.17822 2.59526 0.99404
H: 1.88994 3.94775 4.56789
H: 0.21384 0.11199 3.92815
H: 0.46101 1.82435 8.42766
H: 4.02510 4.32070 -2.18849
H: 2.61070 0.76264 4.48695
H: -2.21944 -1.05107 -2.72753
H: -4.74684 -8.10905 -2.23783
H: 3.55183 0.18928 -1.48631
H: -4.67061 -4.07945 -4.88701
H: 5.80861 3.11352 -3.22965
C: 5.79402 -0.40080 -2.53489
H: 3.11053 2.84362 5.26089
O: -4.59020 2.65996 -3.12818
N: -2.86452 0.81038 -1.98747
C: -3.86281 -6.17529 0.11405
H: -0.93275 2.44113 7.53373
H: -0.95268 1.16495 0.14168
H: -0.21926 4.61909 5.95854
O: -3.98672 0.96894 1.86311
C: -0.27732 0.86465 -0.66318
H: -6.00120 2.03817 -1.80313
C: 6.80735 0.69194 -2.20345
C: -0.73180 -0.43044 -1.33373
H: -2.36180 -5.15107 -4.87761
C: 5.33206 2.65607 -2.35640
H: -0.09450 -0.65186 -2.19300
H: -3.04062 1.83676 0.30802
C: 0.15037 2.29280 7.48988
C: 0.52827 1.36525 6.35485
H: 3.53940 3.04900 1.48471
H: -1.31658 -5.67139 -2.92812
H: -3.96796 -4.61199 -2.11074
H: -3.06396 -6.36881 0.82794
O: 2.56473 2.44750 3.28731
C: -2.56786 -4.13304 -4.52506
H: -4.81579 -6.45628 0.57110
H: 7.54317 0.25751 -1.52250
H: 0.12011 0.37154 6.56511
O: 5.22587 -1.05359 -1.41586
H: 4.54434 0.32886 -0.00996
C: -3.78664 1.13046 0.68962
C: -2.21578 -0.50153 -1.77949
O: -2.77392 3.47748 -3.91441
H: 0.43639 1.68629 -2.55783
N: 6.33916 1.93245 -1.59344
H: 0.67515 0.63899 -0.16918
H: 3.55199 -1.10289 -0.27207
H: 5.96694 1.72128 -0.67746
H: -4.10505 -2.92922 -3.68756


Molecular formula: C16H42F6NO18S2Tl
Method: DFT, ωB97M-V with the def2-TZVPD basis set

- E_tot: -3610.96186 Eh
- Charge: +2
- Energy above the lowest of the compared OMol25 structures with the same formula, charge and spin: 0.00 kJ/mol
- Orbital gap: 1.29 eV

Positions of all 86 atoms, in Å:
C: 0.16026 1.14261 -0.19527
H: -4.92633 3.37534 0.73603
H: -3.76859 4.69377 0.19235
H: 3.92562 -1.72387 3.14656
C: -1.90030 4.04884 -3.65969
C: -3.02309 3.49135 -2.81076
H: -0.54459 5.49790 -3.34408
H: -2.37109 4.59074 -4.48246
O: -0.20724 -7.24330 -0.47344
H: 3.78779 1.17526 -0.86344
H: 5.58410 2.18124 -0.07491
H: -3.47564 2.63133 -3.32921
H: 2.04824 -7.15563 0.91942
O: 1.04916 -2.99279 1.95226
C: 3.19360 1.31336 2.94320
O: -1.03846 4.82497 -2.86983
C: 2.23262 -7.02131 -0.15000
H: -0.39862 -7.87092 -1.18192
N: -0.47942 -0.95845 1.59839
F: -0.88389 -4.66842 1.27976
F: 1.27238 0.64352 -0.70958
H: 4.56365 -4.48742 -2.09273
H: -5.70768 5.01657 2.61911
O: 3.84773 3.59056 -0.50131
H: -3.25735 2.96485 1.89848
H: 2.89056 3.00625 -2.23947
H: 3.37925 4.43096 -0.52436
F: 0.48903 1.97713 0.78966
O: -1.63567 -0.79348 -0.69006
H: -4.75596 6.91907 2.37718
H: 4.49781 -0.02913 2.03435
H: -4.54356 -0.98731 -0.01516
Tl: 0.41894 -0.99694 4.33843
C: -5.29719 -0.32130 0.43766
O: 0.88967 -2.10992 -0.35013
H: 2.84131 -2.39608 -2.88138
C: 3.44463 -0.04501 2.34258
C: -5.38485 5.24420 1.60787
C: 0.92352 -6.49759 -0.79389
O: 5.78669 1.80898 -0.94662
C: 4.07671 -2.12209 -1.20350
C: -1.15573 -3.59129 0.57470
C: 4.54666 1.60390 -1.54086
H: 4.11967 -1.02558 -1.13523
H: -6.28010 5.23386 0.96971
H: -4.59136 -0.57316 2.52197
H: -1.35483 3.16543 -3.99927
H: 2.83947 -0.25556 1.45518
C: -4.38373 4.28856 0.99509
H: 2.40268 -8.92862 -0.15438
H: -4.56148 4.07681 -1.72234
C: 3.88272 2.99648 -1.78468
H: 1.05919 -6.44190 -1.88014
O: 3.76203 -4.14289 -2.51590
H: -5.60453 -1.81250 1.89150
O: -3.51469 3.87564 2.09162
O: 3.19319 -1.11157 3.26668
H: 3.14193 2.04891 2.13571
F: -2.37141 -3.13858 0.82392
H: 4.57949 3.52698 -2.44668
F: -0.45682 1.82939 -1.16047
O: -4.78003 0.98461 0.25869
H: 6.08201 -2.00039 -0.95038
H: 0.74759 -5.46180 -0.50439
H: 3.31052 -2.54186 -0.55271
H: 3.99019 1.59256 3.63987
O: 2.02574 1.22282 3.78881
O: 5.30609 -2.44696 -0.59081
C: 3.83422 -2.75649 -2.60225
F: -1.07185 -3.89187 -0.71390
O: -6.55857 -0.08268 2.52149
O: -4.05686 4.39775 -2.47598
H: 4.55605 -2.45028 -3.36955
H: 4.55883 1.03170 -2.46472
H: 2.99789 -6.24479 -0.21402
H: -4.11439 1.20430 0.92500
O: -2.11412 0.85115 1.01701
S: 0.26759 -2.34019 0.92135
S: -1.15195 -0.07392 0.45698
H: -6.19927 -0.36625 -0.16675
H: 1.96269 2.09458 4.19901
H: -2.65828 3.06725 -1.86467
H: -6.27349 0.78432 2.82858
C: -5.47844 -0.72698 1.89674
O: -4.90038 6.58343 1.48204
O: 2.76215 -8.20216 -0.68165


Molecular formula: C13H16FN2O2Ru
Method: DFT, ωB97M-V with the def2-TZVPD basis set

- E_tot: -959.33643 Eh
- Charge: +1
- Energy above the lowest of the compared OMol25 structures with the same formula, charge and spin: 0.00 kJ/mol
- Orbital gap: 7.19 eV

Positions of all 35 atoms, in Å:
C: 3.40021 -1.60405 1.95447
H: 2.29363 1.08756 -1.89208
C: 2.15168 1.84812 -1.13514
Ru: 1.25761 -0.20824 0.86049
H: 1.30397 2.23954 2.16205
F: 2.29792 5.40642 -0.81120
C: -0.44180 -0.64935 0.21886
C: 1.76134 3.83385 0.81909
C: 2.11913 4.13497 -0.48667
H: -4.66941 -0.34848 -1.21862
C: 1.57607 2.50532 1.14319
C: -2.99567 -1.31203 -0.27627
H: -2.58223 -2.44871 -2.08845
C: -1.59639 -0.97913 -0.01238
H: -4.13330 -2.81170 -1.32133
H: -4.75659 -1.74958 0.88017
C: -3.70884 -1.51564 1.07132
N: 2.42888 -1.49083 -0.19224
C: 2.31514 3.17281 -1.47286
H: 2.59215 3.48522 -2.46992
C: -3.62098 -0.12003 -1.02517
H: -2.63723 -3.43354 -0.61682
H: -3.12379 0.05240 -1.97941
H: -3.26954 -2.34229 1.62929
C: -3.08451 -2.58253 -1.13052
H: 2.66877 -1.15905 -1.12221
H: 1.95136 -2.38964 -0.28507
H: 4.29040 -2.32538 0.25448
H: -3.56758 0.79100 -0.43023
H: -3.65992 -0.61491 1.68205
H: 1.63909 4.62968 1.53999
O: 2.20526 -1.02188 2.26180
C: 1.76217 1.51051 0.16841
O: 4.19251 -1.97666 2.75428
N: 3.64052 -1.61376 0.56666


Molecular formula: C4H5NO
Method: DFT, ωB97M-V with the def2-TZVPD basis set

- E_tot: -285.33841 Eh
- Energy above the lowest of the compared OMol25 structures with the same formula, charge and spin: 200.01 kJ/mol
- Orbital gap: 10.87 eV
- Structure (SMILES): C#CCNC=O

Positions of all 11 atoms, in Å:
H: 0.76060 -0.42107 1.65155
C: -2.07642 1.43079 -0.61385
C: 1.88216 -0.08409 0.21575
H: -1.16305 -1.49501 0.31792
H: 2.48142 0.03788 1.16358
H: -2.67553 2.29876 -0.79318
H: -0.23742 -1.13581 -1.12660
N: 0.65865 -0.48439 0.64517
C: -0.54664 -0.72212 -0.15741
C: -1.38220 0.46987 -0.40310
O: 2.29845 0.10519 -0.89982


Number 1: HOMO energy -0.315 hartree. Number 2: HOMO energy -0.507 hartree. Number 3: HOMO energy -0.473 hartree. Number 4: HOMO energy -0.371 hartree.